Entry 1:
Computed, not measured: a structure of composition C34H45GeN3O8PS4SeV, with the ωB97M-V functional and the def2-TZVPD basis.

Geometry (Å):
V1 1.29 -0.32 0.28
C1 -2.93 1.76 0.47
C2 -1.83 1.54 1.45
N1 -0.82 2.31 1.49
N2 0.04 2.36 2.47
C3 1.23 1.99 2.70
S1 2.40 1.00 1.87
S2 1.84 2.59 4.29
C4 1.13 1.27 5.38
C5 2.16 0.36 5.97
C6 2.97 -0.44 5.16
C7 3.95 -1.25 5.73
C8 4.12 -1.28 7.11
C9 3.31 -0.50 7.92
C10 2.34 0.32 7.35
C11 -1.91 0.35 2.34
C12 -2.83 0.20 3.37
C13 -2.74 -0.87 4.25
C14 -1.74 -1.81 4.10
C15 -0.83 -1.71 3.06
C16 -0.92 -0.64 2.18
O1 -0.03 -0.52 1.17
H1 -3.90 1.73 0.97
H2 -2.91 0.96 -0.28
H3 -2.79 2.70 -0.04
H4 0.41 0.73 4.75
H5 0.59 1.80 6.16
H6 2.85 -0.41 4.09
H7 4.57 -1.85 5.09
H8 4.88 -1.91 7.54
H9 3.43 -0.52 8.99
H10 1.71 0.93 7.98
H11 -3.60 0.95 3.50
H12 -3.46 -0.96 5.06
H13 -1.66 -2.64 4.80
H14 -0.04 -2.44 2.92
O2 6.09 -1.26 -3.19
C17 5.09 -1.01 -2.32
C18 4.76 -1.91 -1.30
C19 3.72 -1.60 -0.46
N3 3.02 -0.48 -0.60
C20 3.32 0.38 -1.57
C21 4.35 0.17 -2.45
C22 2.31 1.51 -1.63
O3 2.47 2.44 -2.38
O4 1.31 1.30 -0.84
C23 3.09 -2.50 0.58
O5 3.58 -3.58 0.87
O6 2.01 -1.99 1.04
H15 6.48 -2.12 -3.00
H16 5.28 -2.85 -1.18
H17 4.55 0.87 -3.24
C24 -1.66 -5.49 -1.51
C25 -1.24 -4.43 -0.51
C26 0.25 -4.50 -0.20
O7 -1.65 -3.11 -0.94
P1 -1.16 -2.14 -2.11
S3 -2.59 -0.84 -2.32
S4 0.77 -1.52 -1.86
O8 -1.10 -3.18 -3.36
C27 -0.57 -2.95 -4.68
C28 0.88 -3.41 -4.76
C29 -0.73 -1.52 -5.16
H18 -1.50 -6.48 -1.08
H19 -1.09 -5.39 -2.42
H20 -2.72 -5.38 -1.75
H21 -1.81 -4.56 0.42
H22 0.83 -4.41 -1.12
H23 0.49 -5.44 0.29
H24 0.53 -3.68 0.46
H25 -1.18 -3.60 -5.32
H26 1.49 -2.81 -4.09
H27 1.25 -3.31 -5.78
H28 0.97 -4.45 -4.46
H29 -0.14 -0.84 -4.54
H30 -1.77 -1.21 -5.09
H31 -0.41 -1.43 -6.20
C30 -4.10 3.32 -3.10
Ge1 -3.27 4.91 -2.26
C31 -3.84 6.52 -3.28
C32 -3.92 5.12 -0.40
C33 -1.29 4.97 -2.34
Se1 -0.25 3.45 -1.62
C34 -0.57 2.31 -3.14
H32 -5.19 3.40 -3.01
H33 -3.79 2.40 -2.62
H34 -3.86 3.27 -4.16
H35 -4.92 6.62 -3.30
H36 -3.49 6.47 -4.32
H37 -3.42 7.42 -2.83
H38 -4.85 4.56 -0.26
H39 -4.12 6.17 -0.18
H40 -3.18 4.76 0.31
H41 -0.97 5.85 -1.77
H42 -0.97 5.11 -3.38
H43 -1.64 2.19 -3.30
H44 -0.13 1.34 -2.93
H45 -0.09 2.74 -4.02

Computed properties:
- frontier orbital gap (spin up / spin down) (eV) = 5.90 / 6.19
- charge = -1
- ΔE to the lowest compared entry with this formula, charge and spin (kcal per mole) = 48.2
- LUMO (spin up / spin down) (eV) = 1.30 / 1.59
- spin multiplicity = 2



Entry 2:
Computed, not measured: a structure of composition C23H38CaF3KN2NaO8, with the ωB97M-V functional and the def2-TZVPD basis.

Geometry (Å):
C1 0.39 -3.85 6.93
C2 1.04 -3.88 5.71
C3 0.27 -3.61 4.44
C4 0.61 -2.34 3.64
O1 1.10 -2.74 2.29
C5 1.62 -1.64 1.81
O2 1.89 -1.46 0.66
O3 1.87 -0.70 2.78
C6 1.80 -1.49 4.00
C7 1.80 -0.68 5.29
C8 0.39 -0.29 5.72
C9 -0.16 0.94 4.96
C10 -0.76 0.64 3.61
N1 -1.97 -0.18 3.65
C11 -2.69 -0.36 2.54
C12 -3.75 -1.22 2.81
C13 -3.67 -1.54 4.19
C14 -2.57 -0.87 4.67
H1 0.17 -4.75 7.49
H2 0.03 -2.90 7.32
H3 2.10 -4.08 5.60
H4 0.44 -4.47 3.79
H5 -0.80 -3.60 4.65
H6 -0.29 -1.80 3.38
H7 2.72 -2.11 3.95
H8 2.46 0.20 5.24
H9 2.27 -1.33 6.05
H10 -0.22 -1.19 5.67
H11 0.42 -0.03 6.78
H12 0.69 1.60 4.74
H13 -0.82 1.54 5.59
H14 -1.04 1.58 3.16
H15 -0.04 0.20 2.89
H16 -2.43 0.10 1.61
H17 -4.48 -1.59 2.12
H18 -4.32 -2.19 4.73
H19 -2.22 -0.90 5.68
Na1 2.26 -1.07 -1.19
F1 -2.22 -2.54 1.66
C15 -1.10 2.49 -2.52
C16 -0.24 1.42 -2.02
N2 0.37 0.56 -1.60
H20 -1.97 2.61 -1.88
H21 -0.55 3.42 -2.53
H22 -1.43 2.26 -3.54
F2 3.41 -3.72 3.86
Ca1 4.39 -1.49 3.68
F3 0.01 0.76 1.32
K1 0.75 4.08 -3.46
O4 4.22 -4.52 -0.16
H23 4.29 -5.48 -0.11
H24 3.72 -4.30 0.64
C17 -4.30 7.13 -3.72
C18 -3.61 5.89 -3.23
O5 -2.39 5.80 -3.24
C19 -4.49 4.77 -2.74
H25 -3.55 7.86 -4.05
H26 -4.94 6.89 -4.57
H27 -4.89 7.57 -2.92
H28 -5.14 4.43 -3.55
H29 -5.09 5.11 -1.90
H30 -3.87 3.94 -2.42
C20 2.70 -1.96 -9.51
C21 2.45 -0.49 -9.80
O6 1.60 0.10 -8.80
C22 2.19 0.44 -7.67
O7 3.35 0.31 -7.39
O8 1.24 0.94 -6.84
C23 1.75 1.28 -5.57
H31 1.75 -2.49 -9.40
H32 3.26 -2.41 -10.33
H33 3.26 -2.09 -8.59
H34 1.93 -0.38 -10.74
H35 3.39 0.06 -9.88
H36 2.62 1.93 -5.64
H37 2.00 0.38 -5.01
H38 0.94 1.81 -5.05

Computed properties:
- frontier orbital gap (eV) = 1.84
- charge = +1
- LUMO (eV) = -4.41